DFT (wB97M-V/def2-TZVPD) results for a structure of composition C36H28N5O8P2RhSSe2.

XYZ file:
```
83
Properties=species:S:1:pos:R:3:forces:R:3
Rh 0.561 -0.013 0.803 -0.1 0.1 0.0
Se 0.615 7.519 1.176 0.0 0.0 0.0
Se -2.106 1.130 0.507 0.1 0.0 0.0
S -0.524 1.155 -2.226 -0.1 0.0 -0.1
P -1.236 3.126 0.082 0.2 -0.1 -0.2
P 1.500 6.065 -0.096 0.0 0.0 -0.1
O 2.020 -0.006 3.361 0.0 0.1 0.0
O -1.852 -3.349 2.001 0.0 0.0 0.0
O 0.578 0.527 -1.483 0.1 -0.1 0.0
O -0.869 -1.334 1.871 0.0 -0.1 0.0
O 4.043 -0.557 -0.659 0.0 0.0 0.1
O -0.689 2.591 -1.652 0.0 0.1 0.2
O -1.814 0.487 -1.959 0.1 0.0 0.0
O -0.245 1.316 -3.635 0.0 0.0 0.1
N 2.416 2.611 1.248 0.0 -0.1 0.2
N 2.719 -0.367 1.226 0.1 0.0 -0.1
N 2.618 3.860 0.956 0.1 0.0 0.0
N 0.580 -2.083 -0.204 0.0 0.2 -0.1
N 1.160 2.260 0.956 -0.1 0.0 -0.1
C -3.848 6.238 -2.088 0.0 0.0 0.0
C 1.263 -3.622 -1.866 0.0 0.0 0.0
C -2.999 3.992 -1.910 0.0 0.0 0.0
C 5.190 7.831 -0.131 0.0 0.0 0.0
C 4.377 0.285 2.811 0.0 0.0 -0.1
C -2.813 4.415 4.313 0.0 0.0 0.0
C 4.023 5.551 -1.201 0.0 0.0 0.0
C -0.251 6.062 -4.341 0.0 0.0 0.0
C 3.271 6.401 -0.392 0.0 0.1 0.1
C 0.385 -4.571 -1.356 0.0 0.1 0.0
C -0.261 -2.979 0.292 0.0 0.0 0.1
C -0.330 7.210 -3.559 0.0 0.0 0.0
C -3.685 4.242 3.244 0.0 0.0 0.0
C -3.823 4.920 -2.528 0.0 0.0 0.0
C 1.468 4.366 0.434 0.0 0.0 0.0
C -0.963 3.849 2.879 0.0 0.0 0.0
C 2.917 -0.036 2.530 -0.1 -0.2 0.0
C 5.349 5.845 -1.473 0.0 0.0 0.0
C -1.456 4.218 4.126 0.0 0.0 0.0
C 5.036 0.111 1.449 0.0 0.0 0.0
C -0.390 -4.247 -0.256 0.0 -0.1 0.0
C 3.859 7.539 0.142 0.0 0.0 0.0
C 0.186 7.214 -2.274 0.0 0.0 0.0
C 0.359 4.921 -3.845 0.0 0.0 0.0
C 0.804 6.071 -1.773 0.0 0.0 0.0
C -2.220 4.376 -0.821 0.0 0.0 0.1
C -1.823 3.676 1.795 0.1 0.1 0.1
C 0.901 4.932 -2.566 -0.1 0.0 0.0
C -2.276 5.684 -0.358 0.0 0.0 0.0
C 5.934 6.986 -0.940 0.0 0.0 0.0
C 0.534 3.333 0.436 -0.1 -0.1 0.1
C -3.192 3.876 2.004 0.0 0.0 0.0
C -1.074 -2.534 1.504 -0.1 0.1 0.0
C -3.068 6.621 -1.008 0.0 0.0 0.0
C 1.333 -2.379 -1.259 0.0 0.0 0.0
C 3.886 -0.311 0.528 0.0 0.0 -0.1
H 3.266 8.186 0.775 0.0 0.0 0.0
H 3.579 4.648 -1.599 0.0 0.0 0.0
H -4.750 4.390 3.378 0.0 0.0 0.0
H 0.385 4.001 -4.415 0.0 0.0 0.0
H -2.956 2.971 -2.266 0.0 0.0 0.0
H 0.101 3.697 2.766 0.0 0.0 0.0
H 1.888 -3.836 -2.723 0.0 0.0 0.0
H 4.759 -0.383 3.585 0.0 0.0 0.0
H 5.929 5.174 -2.094 0.0 0.0 0.0
H -3.881 3.745 1.177 0.0 0.0 0.0
H -4.434 4.616 -3.369 0.0 0.0 0.0
H 2.006 -1.601 -1.595 0.0 0.0 0.0
H -1.095 -4.931 0.196 0.0 0.0 0.0
H -3.195 4.699 5.287 0.0 0.0 0.0
H -0.689 6.053 -5.332 0.0 0.0 0.0
H 0.309 -5.550 -1.815 0.0 0.0 0.0
H 6.974 7.211 -1.151 0.0 0.0 0.0
H -1.701 5.986 0.508 0.0 0.0 0.0
H 0.087 8.084 -1.635 0.0 0.0 0.0
H -0.766 4.347 4.950 0.0 0.0 0.0
H 5.644 8.718 0.295 0.0 0.0 0.0
H 5.465 1.032 1.054 0.0 0.0 0.0
H 5.808 -0.660 1.421 0.0 0.0 0.0
H 1.344 4.025 -2.180 0.0 0.0 0.0
H 4.418 1.308 3.185 0.0 0.0 0.0
H -3.070 7.646 -0.659 0.0 0.0 0.0
H -4.477 6.966 -2.589 0.0 0.0 0.0
H -0.823 8.096 -3.942 0.0 0.0 0.0
```
Positions in Å, forces in eV/Å.

## Properties
LUMO energy (alpha / beta), eV: 3.92 / 3.49
2S+1: 5
Highest occupied orbital energy (alpha / beta), eV: -2.824 / -3.576
Electronic energy, eV: -224734.9203
Kohn-Sham gap (alpha / beta), eV: 6.744 / 7.061
Relative energy (zero: lowest compared OMol25 entry of this formula, charge and spin), kcal/mol: 0.0
Charge: -2

Here are the Mulliken charges for atoms 1 to 4, given in e: number 1, Rh, carries 1.0955; number 2, Se, carries -0.4655; number 3, Se, carries -0.0470; number 4, S, carries 1.1691

---

DFT (wB97M-V/def2-TZVPD) results for a structure of composition C36H29BrF4FeN2O2PS2.

XYZ file:
```
78
Properties=species:S:1:pos:R:3:forces:R:3
Br 2.150 -2.538 0.659 -0.1 -0.1 -0.3
Fe 0.332 -1.450 -0.778 0.7 -0.3 0.6
S 2.529 -3.282 -4.499 0.1 -0.1 -0.2
S -2.454 -5.097 -1.109 -0.2 -0.2 0.0
P 1.591 0.729 -0.289 -0.2 0.0 -0.1
F 4.171 -2.651 2.727 0.0 0.0 0.0
F 5.352 1.849 3.104 0.0 0.1 0.0
F 3.608 2.510 1.256 0.0 0.0 0.0
F 5.653 -0.732 3.871 0.0 0.0 0.0
O -0.594 -1.173 0.907 -0.5 0.5 -0.2
O -1.453 -0.514 -0.965 0.1 0.0 0.0
N 1.253 -2.294 -2.533 0.0 0.0 -0.3
N -0.751 -3.225 -0.939 -0.1 -0.3 0.0
C -1.734 -3.803 -0.270 0.2 0.1 0.1
C -2.836 -0.249 1.001 0.2 -0.1 -0.1
C 2.324 -2.115 -3.281 -0.3 0.0 0.2
C -3.999 0.051 0.266 -0.1 0.0 -0.1
C 2.368 2.804 -3.685 -0.1 0.0 0.1
C -0.545 -3.878 -2.138 0.1 0.2 -0.3
C -2.250 -3.524 1.106 0.1 0.0 0.0
C 2.877 0.272 0.955 0.1 -0.1 0.1
C -1.597 -0.661 0.286 -0.1 0.2 0.0
C 3.900 1.756 -1.623 0.0 0.0 0.1
C 4.515 2.421 -2.674 0.0 0.0 -0.1
C 0.591 -3.443 -2.939 -0.2 0.1 0.2
C -5.131 0.478 0.955 0.0 0.0 0.0
C 4.773 -0.412 2.942 0.0 0.0 0.0
C -2.844 -0.152 2.414 0.0 0.0 0.1
C -1.393 -4.895 -2.417 0.0 0.0 0.0
C -4.000 0.291 3.039 0.0 0.0 0.0
C -1.025 3.152 1.785 0.0 0.0 0.0
C -0.384 2.057 1.221 0.0 0.0 0.1
C 0.621 4.589 0.802 0.0 0.0 0.0
C 3.077 -1.053 1.370 0.0 0.1 0.0
C 1.128 -4.096 -3.996 0.0 -0.1 0.0
C -4.126 -0.059 -1.234 0.0 0.1 0.0
C 3.999 -1.389 2.343 0.0 0.0 0.0
C 0.760 2.199 0.451 0.1 0.2 0.0
C 3.686 1.220 1.575 -0.1 0.1 0.1
C 3.329 -1.042 -3.133 0.1 0.1 0.1
C 2.518 1.609 -1.593 0.1 -0.2 -0.1
C -1.686 -0.506 3.321 0.0 0.0 -0.1
C -5.153 0.615 2.332 0.0 0.0 0.0
C 1.255 3.494 0.243 -0.1 0.0 -0.2
C -0.521 4.423 1.579 0.0 0.1 0.0
C 3.750 2.942 -3.708 0.1 0.0 0.0
C 1.755 2.146 -2.629 0.0 -0.1 -0.1
C 4.617 0.901 2.550 0.0 0.0 0.0
C -6.387 1.083 3.050 0.0 0.0 0.0
H 0.674 2.048 -2.616 0.0 0.0 0.0
H -3.634 -0.938 -1.641 0.0 0.0 0.0
H 2.123 3.660 -0.377 0.0 0.0 0.1
H -3.012 -2.745 1.086 0.0 0.0 0.0
H 1.765 3.214 -4.484 0.0 0.0 0.0
H -3.670 0.802 -1.726 0.0 0.0 0.0
H -2.711 -4.426 1.506 0.0 0.0 0.0
H -6.728 0.332 3.765 0.0 0.0 0.0
H -5.182 -0.085 -1.503 0.0 0.0 0.0
H 4.229 3.462 -4.528 0.0 0.0 0.0
H 0.798 -5.015 -4.452 0.0 0.0 0.0
H 5.591 2.533 -2.681 0.0 0.0 0.0
H 3.620 -0.970 -2.087 0.0 0.1 0.0
H -6.027 0.705 0.387 0.0 0.0 0.0
H 2.922 -0.087 -3.454 0.0 0.1 0.0
H -0.756 -0.019 3.035 0.0 0.0 0.1
H -6.187 1.996 3.613 0.0 0.0 0.0
H -1.009 5.284 2.017 0.0 0.0 0.0
H -4.004 0.380 4.120 0.0 0.0 0.0
H -7.200 1.284 2.354 0.0 0.0 0.0
H 1.019 5.580 0.626 0.0 0.0 0.0
H 4.514 1.347 -0.830 0.0 0.0 0.0
H -0.779 1.083 1.406 0.0 -0.1 0.1
H -1.931 -0.210 4.340 0.0 0.0 0.0
H -1.448 -3.208 1.766 0.0 0.0 -0.1
H -1.918 2.994 2.378 0.0 0.0 0.0
H -1.419 -5.527 -3.289 0.0 0.0 0.0
H 4.221 -1.252 -3.722 0.0 0.0 0.0
H -1.484 -1.577 3.316 0.0 0.0 0.0
```
Positions in Å, forces in eV/Å.

## Properties
LUMO energy (alpha / beta), eV: -2.31 / -2.32
Highest occupied orbital energy (alpha / beta), eV: -11.193 / -11.194
Electronic energy, eV: -191133.3283
Kohn-Sham gap (alpha / beta), eV: 8.884 / 8.872
Relative energy (zero: lowest compared OMol25 entry of this formula, charge and spin), kcal/mol: 7.6
Charge: +1

Here are the Mulliken charges for atoms 1 to 4, given in e: number 1, Br, carries -0.0723; number 2, Fe, carries -0.3604; number 3, S, carries -0.1681; number 4, S, carries -0.1891

---

DFT (wB97M-V/def2-TZVPD) results for a structure of composition C36H29Cl2N7O3Tc at a distorted geometry.

XYZ file:
```
78
Properties=species:S:1:pos:R:3:forces:R:3
Tc -0.121 -0.133 0.109 -0.4 0.5 -0.9
Cl -1.103 5.572 4.043 0.0 0.0 0.0
Cl 1.768 4.532 4.939 0.0 0.0 0.0
O -3.464 2.079 1.467 0.0 0.0 0.0
O 0.290 -2.063 -0.440 0.3 -0.3 0.8
O 2.672 -0.092 3.149 0.0 0.0 0.0
N 2.255 -0.344 -0.323 -0.1 -0.1 0.3
N -0.329 -0.301 -4.171 0.0 0.0 0.0
N 0.970 0.574 1.707 0.0 -0.4 0.7
N -0.286 0.150 -2.027 -0.3 -0.2 -0.3
N -3.967 3.196 -3.089 0.0 -0.1 0.0
N -2.173 -0.779 -0.114 0.2 0.0 0.1
N -1.298 1.368 1.014 0.2 0.1 -0.1
C 3.967 -1.621 -1.387 0.0 0.0 0.0
C 0.803 3.640 3.809 0.0 0.0 0.0
C -2.645 1.307 0.983 -0.1 0.0 -0.1
C 0.544 3.045 -1.334 0.0 0.0 0.0
C -0.696 4.767 -0.211 0.0 0.0 0.0
C -0.594 1.036 -4.053 0.0 0.0 -0.1
C -0.447 4.091 3.423 0.0 0.0 0.0
C -3.294 2.576 -1.943 0.0 0.1 0.0
C -0.124 -0.820 -2.939 0.0 -0.1 -0.1
C -4.864 -1.336 -0.511 0.0 0.0 0.0
C 3.855 -1.542 0.995 0.0 0.0 -0.1
C 4.465 -2.016 -0.155 0.0 0.0 0.0
C -4.190 4.618 -2.931 0.0 0.0 0.0
C 0.525 -2.758 -1.507 -0.1 0.3 -0.2
C 0.572 -3.005 -3.921 0.0 0.0 0.0
C -0.576 1.323 -2.731 0.0 0.0 0.1
C 0.305 -2.212 -2.793 0.0 0.0 0.2
C 2.761 -0.707 0.862 0.0 -0.1 0.0
C 0.561 1.733 2.380 0.0 0.0 0.0
C -3.123 0.070 0.295 0.0 0.1 -0.1
C -3.397 2.882 -4.377 0.0 0.0 0.0
C -0.686 2.210 1.959 0.0 -0.1 0.2
C 0.518 4.088 -0.474 0.0 0.0 0.0
C -2.553 -1.905 -0.731 0.0 0.0 0.1
C 2.858 -0.794 -1.421 0.0 0.2 -0.1
C -0.665 2.714 -2.170 0.1 0.0 0.1
C 0.973 -4.093 -1.402 0.0 0.1 0.0
C 2.113 -0.076 2.069 0.1 0.2 -0.3
C 1.310 2.450 3.302 -0.1 0.0 0.0
C 1.214 -4.842 -2.527 0.0 0.0 0.0
C -3.882 -2.211 -0.950 0.0 0.0 0.0
C -4.474 -0.175 0.127 0.1 0.0 0.0
C 1.018 -4.301 -3.802 0.0 0.0 0.0
C -1.961 3.157 -1.525 0.0 0.0 0.0
C -1.206 3.371 2.509 0.1 0.0 0.0
C -1.908 4.207 -0.661 0.0 0.0 0.0
H -3.266 5.214 -2.985 0.0 0.0 0.0
H -2.180 3.728 2.226 0.0 0.0 0.0
H -1.767 -2.573 -1.038 0.0 0.0 0.0
H -0.751 1.675 -4.903 0.0 0.0 0.0
H 2.440 -0.466 -2.364 0.0 0.0 0.0
H 1.414 4.373 0.064 0.0 0.0 0.0
H -2.837 4.592 -0.252 0.0 0.0 0.0
H -0.582 3.348 -3.077 0.0 0.0 0.0
H 1.564 -5.862 -2.425 0.0 0.0 0.0
H -0.273 -0.817 -5.028 0.0 0.0 0.0
H -4.100 3.160 -5.165 0.0 0.0 0.0
H -3.210 1.811 -4.447 0.0 0.0 0.0
H 1.129 -4.490 -0.407 0.0 0.0 0.0
H -2.450 3.414 -4.583 0.0 0.0 0.0
H 1.451 2.477 -1.505 0.0 0.0 0.0
H -4.660 4.815 -1.967 0.0 0.0 0.0
H 0.447 -2.612 -4.923 0.0 0.0 0.0
H 4.203 -1.788 1.988 0.0 0.0 0.0
H -5.168 0.563 0.505 0.0 0.0 0.0
H -0.710 5.613 0.462 0.0 0.0 0.0
H 4.420 -1.948 -2.312 0.0 0.0 0.0
H 2.268 2.095 3.644 0.0 0.0 0.0
H -4.865 4.964 -3.716 0.0 0.0 0.0
H 1.218 -4.889 -4.687 0.0 0.0 0.0
H -3.186 1.510 -2.164 0.0 0.0 0.0
H -5.912 -1.558 -0.664 0.0 0.0 0.0
H 5.320 -2.677 -0.094 0.0 0.0 0.0
H -3.976 2.667 -1.092 0.0 0.0 0.0
H -4.129 -3.135 -1.455 0.0 0.0 0.0
```
Positions in Å, forces in eV/Å.

## Properties
LUMO energy (alpha / beta), eV: -0.07 / -0.48
2S+1: 4
Highest occupied orbital energy (alpha / beta), eV: -6.706 / -7.420
Electronic energy, eV: -81620.6163
Kohn-Sham gap (alpha / beta), eV: 6.633 / 6.939
Relative energy (zero: lowest compared OMol25 entry of this formula, charge and spin), kcal/mol: 26.1

Here are the Mulliken charges for atoms 1 to 4, given in e: number 1, Tc, carries 0.4604; number 2, Cl, carries -0.2280; number 3, Cl, carries -0.2314; number 4, O, carries -0.7716